55
Properties=species:S:1:pos:R:3 method="wB97M-V/def2-TZVPD" homo_energy_ev="-10.277 / -10.441" multiplicity=6 total_energy_ha=-3295.290263 lumo_energy_ev="-2.6 / -4.6" total_charge=+1
Fe -0.81 -0.92 -1.03
C 2.09 -1.51 -2.13
N 1.31 -1.70 -0.89
C 1.84 -0.89 0.22
C 0.83 -0.89 1.35
N -0.38 -0.08 1.02
C -1.53 -0.63 1.79
C -0.25 1.34 1.39
C 0.16 1.61 2.70
C 0.19 2.88 3.22
C -0.23 3.94 2.44
C -0.63 3.70 1.14
C -0.63 2.42 0.57
S -0.03 1.33 -1.98
C 1.28 -3.13 -0.56
C 2.44 -3.78 -0.14
C 2.43 -5.13 0.14
C 1.24 -5.85 -0.01
C 0.09 -5.21 -0.44
C 0.10 -3.84 -0.72
S -1.40 -3.08 -1.27
H 3.12 -1.84 -2.01
H 2.10 -0.46 -2.41
H 1.63 -2.10 -2.92
H 2.01 0.13 -0.15
H 2.80 -1.27 0.59
H 1.30 -0.55 2.28
H 0.49 -1.91 1.52
H -1.30 -0.69 2.86
H -1.77 -1.63 1.42
H -2.40 0.02 1.66
H 0.43 0.79 3.35
H 0.51 3.04 4.24
H -0.24 4.95 2.83
H -0.97 4.54 0.55
H 3.37 -3.23 -0.04
H 3.33 -5.63 0.46
H 1.22 -6.91 0.20
H -0.83 -5.77 -0.56
N -4.51 1.23 -1.01
C -3.88 0.05 -1.06
N -2.58 0.27 -1.03
C -2.47 1.63 -0.94
N -3.62 2.24 -0.93
C -1.14 2.31 -0.87
C -1.22 3.63 -1.63
N -0.26 4.45 -1.80
C 1.04 4.29 -1.44
C 1.81 3.11 -1.45
N 1.50 1.86 -1.69
H -5.50 1.42 -1.02
H -4.37 -0.90 -1.12
H -2.16 3.84 -2.12
H 1.57 5.21 -1.24
H 2.87 3.27 -1.30